1.
Computed, not measured: 9 unconnected molecules or ions with the total composition C6H28O9 in a non-equilibrium geometry, with the ωB97M-V functional and the def2-TZVPD basis.

Element x y z (Å)
C: 3.026 -2.471 1.094
C: 2.255 -1.203 0.871
C: 3.371 -0.088 1.005
C: 1.125 -0.982 1.826
C: -0.239 -1.090 1.003
C: -0.543 -2.451 0.431
O: -0.883 -2.600 -0.712
H: 3.516 -2.322 2.049
H: 3.780 -2.586 0.242
H: 2.417 -3.307 1.109
H: 1.967 -1.211 -0.181
H: 4.160 -0.391 1.813
H: 3.943 0.054 0.019
H: 2.857 0.753 1.417
H: 1.160 0.059 2.302
H: 1.080 -1.661 2.676
H: -1.145 -0.857 1.663
H: -0.280 -0.322 0.203
H: -0.632 -3.229 1.202
O: -0.298 2.399 -2.555
H: -0.576 3.281 -2.711
H: 0.566 2.101 -2.950
O: -2.193 0.865 3.110
H: -2.333 1.490 2.337
H: -3.176 0.926 3.185
O: -4.364 -1.325 -1.299
H: -4.597 -0.921 -0.506
H: -4.034 -0.658 -1.982
O: -0.775 -0.439 -2.369
H: -0.961 -1.352 -2.018
H: -1.599 0.094 -2.359
O: 0.298 2.488 0.458
H: 0.260 2.164 -0.483
H: 0.961 1.902 0.830
O: -2.272 2.254 0.996
H: -2.880 3.004 0.969
H: -1.376 2.361 0.978
O: 2.263 0.615 -2.784
H: 1.888 0.048 -2.010
H: 2.471 0.108 -3.583
O: -2.929 1.176 -1.954
H: -2.563 2.053 -2.264
H: -2.715 1.272 -1.067

net charge	0
HOMO energy	-9.746	eV
ΔE to the lowest compared entry with this formula, charge and spin	240.1	kJ/mol

2.
Computed, not measured: 2 unconnected molecules or ions with the total composition H2N4O2 in a non-equilibrium geometry, with the ωB97M-V functional and the def2-TZVPD basis.

Element x y z (Å)
N: 0.328 -1.180 -0.163
N: -1.810 -0.466 0.036
N: 1.490 -0.832 0.032
N: -0.601 -0.336 -0.107
O: -2.722 0.338 0.011
O: 0.270 1.846 -0.086
H: 0.955 2.238 0.524
H: 2.090 -1.607 -0.247

net charge	0
HOMO energy (spin up / spin down)	-9.406 / -8.814	eV
ΔE to the lowest compared entry with this formula, charge and spin	623.0	kJ/mol

3.
Computed, not measured: 2 unconnected molecules or ions with the total composition C19H37IN3O12P2S in a non-equilibrium geometry, with the ωB97M-V functional and the def2-TZVPD basis.

Element x y z (Å)
C: 1.843 -6.047 -3.796
C: 0.857 -4.801 -3.759
C: 1.489 -3.507 -3.034
N: 0.651 -3.251 -1.840
C: 1.093 -2.024 -1.104
I: 2.704 -2.845 0.163
O: 1.581 -1.027 -1.969
P: 0.827 0.532 -1.921
C: -0.483 0.159 -3.286
O: -0.608 -1.237 -3.628
O: -0.936 -1.278 -4.972
C: 2.157 0.894 -0.562
C: 3.631 0.845 -1.092
O: 4.322 -0.139 -1.251
O: 4.240 2.105 -1.363
N: 0.279 2.195 -2.117
C: -0.263 2.863 -1.178
C: 0.540 4.127 -0.592
C: -1.727 2.770 -0.587
O: 2.106 1.000 -3.093
C: 2.322 0.065 -4.040
N: 2.371 -0.546 -5.038
O: -0.362 -0.015 -0.753
C: -0.228 -1.381 -0.345
C: -0.228 -1.378 1.244
C: -1.637 -1.284 1.948
C: -2.528 -0.042 1.548
S: -4.283 -0.310 2.109
P: -1.629 -2.604 -0.857
O: -1.645 -3.970 0.174
O: -3.160 -1.811 -0.975
H: 2.888 -5.803 -3.462
H: 1.857 -6.440 -4.862
H: 1.409 -6.896 -3.185
H: 0.528 -4.491 -4.791
H: -0.054 -5.107 -3.177
H: 1.469 -2.697 -3.805
H: 2.584 -3.703 -2.794
H: 0.910 -4.007 -1.185
H: -1.470 0.530 -2.856
H: -0.316 0.769 -4.218
H: -1.903 -1.104 -5.013
H: 2.099 0.137 0.282
H: 2.024 1.896 -0.069
H: 3.463 2.696 -1.496
H: -0.216 4.924 -0.312
H: 1.167 4.566 -1.427
H: 1.140 3.868 0.321
H: -2.142 3.817 -0.454
H: -2.419 2.132 -1.193
H: -1.602 2.384 0.474
H: 0.368 -0.464 1.568
H: 0.285 -2.282 1.699
H: -2.272 -2.211 1.864
H: -1.424 -1.175 3.059
H: -2.572 0.184 0.455
H: -2.155 0.841 2.148
H: -4.418 -1.677 2.278
H: -2.427 -4.530 0.029
H: -3.755 -2.261 -0.329
C: -1.929 3.467 6.878
C: -2.204 2.973 5.471
O: -1.308 3.575 4.528
C: -0.073 3.056 4.494
O: 0.333 2.141 5.168
O: 0.643 3.745 3.594
C: 2.014 3.352 3.523
H: -1.945 4.558 6.912
H: -2.674 3.078 7.575
H: -0.942 3.151 7.221
H: -3.211 3.268 5.173
H: -2.154 1.884 5.409
H: 2.111 2.277 3.366
H: 2.536 3.656 4.432
H: 2.466 3.865 2.674

net charge	-1
HOMO energy	-4.083	eV

4.
Computed, not measured: a molecular structure, C38H74Br6Hg2N4O4 in a non-equilibrium geometry, with the ωB97M-V functional and the def2-TZVPD basis.

Element x y z (Å)
Hg: -1.272 -0.557 -1.091
Hg: 0.813 0.254 2.054
C: -3.611 -0.916 2.821
C: -2.346 -0.231 3.360
C: -2.430 -0.170 4.908
C: -1.827 -1.376 5.634
C: -0.518 -1.763 4.980
C: -0.678 -2.094 3.516
N: -1.128 -0.871 2.833
O: -1.117 -1.030 1.407
C: -1.559 -3.342 3.303
C: 0.695 -2.533 3.071
C: -2.342 1.210 2.845
H: -4.261 -1.291 3.611
H: -3.347 -1.683 2.099
H: -4.229 -0.193 2.285
H: -3.481 -0.207 5.186
H: -1.951 0.742 5.269
H: -2.534 -2.210 5.491
H: -1.759 -1.285 6.717
H: 0.069 -2.483 5.555
H: 0.129 -0.869 5.048
H: -2.616 -3.124 3.439
H: -1.296 -4.124 4.019
H: -1.419 -3.791 2.318
H: 0.959 -3.441 3.616
H: 1.478 -1.822 3.377
H: 0.761 -2.733 2.006
H: -1.328 1.605 2.776
H: -2.959 1.897 3.431
H: -2.776 1.291 1.843
C: -2.160 -3.590 -1.207
C: -3.505 -3.031 -1.707
C: -4.539 -3.437 -0.661
C: -5.844 -2.634 -0.800
C: -5.510 -1.163 -0.681
C: -4.451 -0.662 -1.677
N: -3.323 -1.578 -1.780
O: -2.431 -1.217 -2.867
C: -4.009 0.696 -1.113
C: -5.180 -0.423 -3.002
C: -3.769 -3.698 -3.046
H: -2.251 -4.630 -0.879
H: -1.900 -3.099 -0.254
H: -1.379 -3.413 -1.944
H: -4.181 -3.282 0.357
H: -4.814 -4.479 -0.835
H: -6.461 -2.884 0.069
H: -6.370 -2.925 -1.710
H: -5.140 -1.018 0.340
H: -6.383 -0.504 -0.688
H: -3.361 1.239 -1.814
H: -3.450 0.538 -0.182
H: -4.862 1.360 -0.976
H: -5.700 -1.314 -3.372
H: -4.475 -0.198 -3.808
H: -5.908 0.384 -2.926
H: -4.740 -3.410 -3.465
H: -3.789 -4.779 -2.892
H: -3.011 -3.467 -3.790
C: 2.273 2.105 -2.407
C: 0.981 1.314 -2.482
C: 0.757 0.809 -3.927
C: 1.361 -0.558 -4.279
C: 1.315 -1.607 -3.193
C: 1.702 -1.061 -1.814
N: 0.909 0.162 -1.596
O: 0.650 0.577 -0.229
C: 3.226 -0.862 -1.819
C: 1.391 -2.151 -0.802
C: -0.196 2.240 -2.196
H: 3.124 1.513 -2.766
H: 2.519 2.525 -1.433
H: 2.334 2.885 -3.179
H: 1.204 1.513 -4.635
H: -0.314 0.835 -4.147
H: 2.391 -0.374 -4.602
H: 0.876 -0.923 -5.188
H: 2.046 -2.369 -3.482
H: 0.340 -2.105 -3.240
H: 3.530 -0.228 -0.987
H: 3.621 -0.430 -2.736
H: 3.754 -1.807 -1.665
H: 0.342 -2.450 -0.729
H: 1.772 -1.899 0.182
H: 1.894 -3.067 -1.123
H: -1.159 1.724 -2.199
H: -0.292 2.990 -2.988
H: -0.049 2.799 -1.270
C: 2.893 3.549 4.105
C: 2.343 2.969 2.787
C: 2.980 3.696 1.595
C: 4.348 3.207 1.135
C: 4.410 1.686 1.130
C: 3.930 1.035 2.412
N: 2.588 1.515 2.735
O: 2.045 0.881 3.916
C: 4.984 1.362 3.491
C: 3.961 -0.480 2.281
C: 0.857 3.222 2.699
H: 3.444 2.865 4.734
H: 2.060 3.951 4.688
H: 3.546 4.411 3.932
H: 3.041 4.744 1.901
H: 2.332 3.715 0.709
H: 5.158 3.661 1.721
H: 4.568 3.591 0.134
H: 5.426 1.359 0.901
H: 3.759 1.409 0.292
H: 5.162 2.436 3.511
H: 5.924 0.831 3.347
H: 4.662 1.098 4.502
H: 3.805 -0.944 3.255
H: 4.953 -0.800 1.954
H: 3.235 -0.877 1.564
H: 0.496 2.795 1.748
H: 0.625 4.284 2.639
H: 0.344 2.712 3.514
C: 4.549 0.374 -7.576
Br: 2.984 -0.681 -7.923
Br: 6.158 -0.603 -7.871
Br: 4.524 1.060 -5.768
H: 4.474 1.235 -8.220
C: 1.640 5.197 -5.006
Br: 0.947 6.660 -3.972
Br: 2.883 5.825 -6.345
Br: 0.216 4.168 -5.765
H: 2.224 4.549 -4.373

net charge	0
HOMO energy	-7.038	eV
ΔE to the lowest compared entry with this formula, charge and spin	0.0	kJ/mol

5.
Computed, not measured: a molecular structure, C31H17Cl5N4O5Ti, with the ωB97M-V functional and the def2-TZVPD basis.

Element x y z (Å)
Ti: -0.102 0.636 -0.002
O: 0.258 2.823 3.661
C: 0.332 2.198 2.592
N: -0.610 1.817 1.731
C: -1.965 2.156 1.913
C: -2.467 3.001 2.905
C: -3.825 3.295 2.959
C: -4.691 2.751 2.026
C: -4.209 1.903 1.037
C: -2.850 1.591 0.966
N: -2.267 0.773 -0.008
C: -2.994 -0.143 -0.666
O: -4.191 -0.423 -0.549
C: -2.187 -0.943 -1.662
C: -1.883 -2.273 -1.381
C: -1.115 -2.978 -2.287
C: -0.714 -2.345 -3.456
C: -1.090 -1.028 -3.655
N: -1.802 -0.323 -2.777
C: 1.713 1.780 2.139
C: 2.832 2.097 2.898
C: 4.077 1.715 2.438
C: 4.174 1.026 1.237
C: 3.012 0.742 0.544
N: 1.810 1.118 0.986
H: -1.783 3.415 3.626
H: -4.198 3.950 3.739
H: -5.751 2.978 2.063
H: -4.881 1.463 0.318
H: -2.221 -2.708 -0.450
H: -0.813 -3.997 -2.081
H: -0.086 -2.846 -4.181
H: -0.774 -0.498 -4.548
H: 2.679 2.634 3.823
H: 4.970 1.951 3.007
H: 5.129 0.704 0.846
H: 3.023 0.190 -0.387
Cl: 3.566 1.529 -6.411
C: 2.808 1.036 -4.898
C: 3.025 -0.260 -4.445
C: 2.398 -0.629 -3.243
Cl: 2.650 -2.261 -2.669
C: 1.575 0.211 -2.505
O: 0.953 -0.206 -1.425
C: 1.413 1.568 -2.984
C: 0.679 2.518 -2.261
O: 0.103 2.368 -1.127
C: 2.038 1.937 -4.212
H: 3.643 -0.960 -4.986
H: 0.609 3.514 -2.719
H: 1.902 2.942 -4.592
Cl: -0.207 -6.180 4.030
C: -0.181 -4.668 3.141
C: -1.328 -3.896 3.062
C: -1.295 -2.711 2.356
Cl: -2.732 -1.751 2.248
C: -0.133 -2.220 1.689
O: -0.130 -1.129 1.040
C: 0.999 -3.067 1.824
Cl: 2.478 -2.564 1.067
C: 0.986 -4.257 2.526
H: -2.243 -4.212 3.542
H: 1.885 -4.855 2.589

spin multiplicity	3
net charge	-2
<S²>	2.035
HOMO energy (spin up / spin down)	-0.279 / -2.212	eV
ΔE to the lowest compared entry with this formula, charge and spin	45.8	kJ/mol

6.
Computed, not measured: a molecular structure, C52H50FeN3O5PSe4Te in a non-equilibrium geometry, with the ωB97M-V functional and the def2-TZVPD basis.

Element x y z (Å)
Fe: 0.123 0.328 0.407
Se: -0.345 2.363 1.488
P: 1.198 1.361 2.643
Se: 1.858 -0.685 2.281
C: 2.664 2.438 2.736
C: 3.912 2.033 2.296
C: 5.006 2.852 2.507
C: 4.847 4.062 3.161
C: 3.587 4.486 3.557
C: 2.489 3.681 3.335
C: 0.642 1.408 4.409
C: 1.279 0.619 5.362
C: 0.775 0.549 6.647
C: -0.360 1.268 6.993
C: -0.967 2.090 6.057
C: -0.468 2.160 4.772
H: 4.021 1.081 1.794
H: 5.980 2.543 2.159
H: 5.709 4.687 3.352
H: 3.462 5.448 4.037
H: 1.492 4.007 3.604
H: 2.147 0.036 5.074
H: 1.258 -0.084 7.381
H: -0.782 1.176 7.984
H: -1.846 2.662 6.316
H: -0.964 2.773 4.028
O: -6.359 2.816 -1.494
C: -5.368 1.997 -2.055
C: -4.043 1.969 -1.247
C: -3.440 3.383 -1.194
O: -4.295 4.347 -0.617
C: -3.112 1.062 -2.058
Se: -1.132 0.996 -1.705
C: -4.424 1.443 0.145
Se: -3.681 2.290 1.777
H: -5.878 3.597 -1.155
H: -5.159 2.334 -3.083
H: -5.789 0.983 -2.103
H: -3.219 3.717 -2.214
H: -2.493 3.328 -0.640
H: -4.309 4.141 0.337
H: -3.137 1.395 -3.100
H: -3.483 0.034 -2.030
H: -4.205 0.381 0.244
H: -5.501 1.570 0.281
C: 5.529 0.049 -4.190
C: 4.499 0.357 -3.140
C: 4.522 1.537 -2.417
C: 3.540 1.836 -1.471
C: 3.658 3.136 -0.796
O: 4.765 3.610 -0.518
C: 2.436 3.933 -0.581
C: 2.481 4.972 0.349
C: 1.413 5.832 0.498
C: 0.291 5.683 -0.305
C: 0.239 4.659 -1.239
C: 1.300 3.786 -1.378
C: 2.516 0.895 -1.165
O: 1.685 1.133 -0.208
C: 2.516 -0.341 -1.888
C: 3.499 -0.555 -2.876
C: 1.644 -1.424 -1.545
N: 0.752 -1.416 -0.585
C: 0.167 -2.688 -0.220
C: -0.898 -3.190 -1.174
Te: -1.774 -4.977 -0.333
C: -2.393 -5.684 -2.262
C: -3.330 -4.968 -3.001
C: -3.738 -5.416 -4.242
C: -3.222 -6.592 -4.765
C: -2.286 -7.311 -4.034
C: -1.878 -6.860 -2.794
C: 1.842 -2.664 -2.355
C: 2.632 -3.717 -1.908
C: 2.746 -4.872 -2.665
C: 2.090 -4.978 -3.880
C: 1.332 -3.917 -4.350
C: 1.210 -2.766 -3.593
H: 6.252 0.858 -4.272
H: 5.051 -0.091 -5.160
H: 6.062 -0.871 -3.945
H: 5.292 2.276 -2.592
H: 3.376 5.081 0.947
H: 1.455 6.626 1.235
H: -0.541 6.366 -0.206
H: -0.634 4.538 -1.865
H: 1.247 2.995 -2.114
H: 3.496 -1.487 -3.425
H: -0.259 -2.576 0.782
H: 0.953 -3.452 -0.138
H: -0.476 -3.461 -2.135
H: -1.664 -2.443 -1.340
H: -3.736 -4.050 -2.599
H: -4.467 -4.848 -4.806
H: -3.544 -6.944 -5.735
H: -1.872 -8.225 -4.439
H: -1.145 -7.422 -2.229
H: 3.155 -3.632 -0.965
H: 3.348 -5.695 -2.303
H: 2.174 -5.884 -4.465
H: 0.824 -3.991 -5.303
H: 0.614 -1.934 -3.942
N: -0.910 -1.927 5.217
C: -2.121 -2.180 4.648
O: -3.004 -2.747 5.283
C: -2.265 -1.790 3.237
C: -3.266 -2.389 2.444
C: -3.352 -2.027 1.118
C: -2.432 -1.131 0.598
N: -1.462 -0.561 1.333
C: -1.437 -0.852 2.627
H: -0.791 -2.152 6.189
H: -0.125 -1.545 4.717
H: -3.945 -3.095 2.897
H: -4.124 -2.430 0.476
H: -2.467 -0.830 -0.434
H: -0.732 -0.285 3.224

net charge	-2
HOMO energy	-0.732	eV

Calculated total energy for every record listed, in sequence, given in eV: -25102.3034, -10078.7399, -86852.3537, -483351.5346, -134356.3867, -381801.6773.